Computed, not measured: a cluster of 10 separate species, C54H129N7O6S3 in total at a distorted geometry, with ωB97M-V with the def2-TZVPD basis set.

```
199
Properties=species:S:1:pos:R:3:forces:R:3
O 15.8684 17.8315 26.6498 -1.5 -0.3 0.1
S 14.5349 17.2309 26.5308 1.5 -0.2 -0.3
O 14.3376 16.2623 25.4710 -0.2 0.2 0.4
C 14.0560 16.5381 28.1022 -0.8 -1.7 0.7
C 13.3221 17.6482 28.8731 -0.6 -0.8 0.1
C 12.3847 18.2544 27.8281 2.5 1.5 -1.7
C 13.2667 18.4888 26.4758 -1.0 -0.7 1.0
H 14.9193 16.0751 28.6010 0.0 0.5 -0.2
H 13.3710 15.6610 27.8991 0.5 1.1 -0.1
H 12.6935 17.2632 29.7234 0.9 0.2 -0.7
H 14.0701 18.3252 29.2551 0.0 0.5 0.2
H 11.8945 19.1818 28.0976 0.0 0.1 0.2
H 11.6845 17.5366 27.5516 -1.5 -1.2 -0.3
H 13.8131 19.4083 26.4424 0.1 0.7 0.1
H 12.7166 18.3375 25.5359 0.0 0.1 0.4
O 11.3029 21.9136 21.2166 0.3 0.4 -0.1
S 12.4860 21.5772 20.4637 -0.5 -0.3 -1.6
O 13.7388 21.3085 21.0700 1.4 0.5 1.5
C 12.1732 20.1541 19.4821 -2.2 -0.6 -1.1
C 12.1151 20.6175 18.0269 0.1 0.4 0.0
C 11.8662 22.1141 17.9105 -1.5 0.9 3.4
C 12.7380 22.7564 19.0633 0.7 -2.3 -1.3
H 11.1779 19.7017 19.7471 1.1 0.4 0.2
H 12.9839 19.4474 19.5248 0.2 -0.3 0.8
H 13.1400 20.5479 17.6809 0.1 -0.7 -0.7
H 11.3932 19.9994 17.4734 0.5 0.3 -0.2
H 10.8638 22.4286 18.2798 0.0 -0.6 -0.9
H 12.0205 22.4582 16.9214 0.4 0.7 -0.8
H 12.5261 23.7100 19.4511 -0.6 1.3 0.1
H 13.7844 22.6956 18.7204 -0.1 0.0 0.7
O 10.8708 9.9925 19.3980 0.8 0.8 1.1
S 11.8144 10.8916 20.0759 -0.2 -0.8 -3.1
O 12.7391 10.4271 21.0603 0.2 -0.9 0.9
C 12.8168 11.7167 18.7684 -0.4 -2.3 0.5
C 12.7730 13.1726 19.0827 -0.7 1.1 1.2
C 11.3487 13.4453 19.6524 0.3 -0.9 0.4
C 11.0446 12.3196 20.6847 -0.5 0.6 -0.4
H 12.3455 11.3555 17.8244 0.4 0.7 0.5
H 13.7465 11.1668 18.9702 0.2 0.7 -0.5
H 13.3584 13.4458 20.0212 0.3 -0.4 -1.7
H 12.9622 13.7806 18.1783 0.3 0.0 0.8
H 10.5572 13.4301 18.9054 0.1 -0.1 -0.2
H 11.2922 14.3689 20.1828 0.1 1.0 0.1
H 9.9973 12.1657 20.6106 -1.0 -0.4 0.4
H 11.3590 12.3332 21.7264 0.1 0.9 -0.1
C 20.4568 17.5673 15.7996 2.8 0.2 0.6
C 21.4579 18.2709 14.8609 0.5 -0.6 0.2
N 22.8778 18.0064 15.0301 -0.5 -0.6 1.4
C 23.7676 19.0242 14.5193 -0.1 0.5 -0.6
C 23.9541 20.2652 15.5002 0.5 -1.5 -0.6
C 23.2040 16.6285 14.6951 -2.0 0.7 0.1
C 24.2985 15.9893 15.4510 -0.2 -2.0 1.6
H 19.5290 17.4913 15.3090 -1.5 0.5 0.0
H 20.5789 18.0935 16.7683 -1.0 -0.3 -0.5
H 20.7492 16.5405 15.9965 0.1 -0.2 0.0
H 21.1870 18.1474 13.8281 -0.4 -0.3 -1.0
H 21.3913 19.2947 15.0520 -0.5 1.9 0.2
H 24.6907 18.4545 14.3665 0.2 0.7 0.0
H 23.4095 19.3727 13.5015 0.4 -0.2 0.7
H 24.9847 20.6717 15.4858 -0.5 -0.2 -0.4
H 23.2466 21.0779 15.2434 0.2 -0.6 0.7
H 23.8672 19.7583 16.4797 -0.5 0.9 -0.1
H 23.3679 16.5570 13.6055 0.0 -0.3 0.1
H 22.2656 16.0787 14.9617 0.9 0.1 -0.7
H 25.2164 16.5333 15.4792 0.8 0.1 -0.3
H 24.3356 14.9904 15.0205 1.0 -0.1 -0.5
H 24.0911 15.6435 16.5067 -0.3 1.2 -0.7
C 15.4303 13.1650 12.8287 1.0 0.5 0.2
C 15.5731 14.6386 12.3659 0.3 0.5 0.3
N 15.7382 15.6979 13.4391 -1.5 -0.6 0.1
C 14.3761 16.0818 13.9456 0.5 -0.9 0.8
C 14.4273 17.0748 15.1220 -0.6 -0.2 0.1
C 16.3519 16.9562 12.9917 -1.2 -0.2 -1.1
C 17.6166 16.6892 12.2420 1.1 -0.5 -0.1
H 14.6347 13.1511 13.5593 -0.1 -0.4 0.4
H 16.3746 12.6418 13.2118 -1.3 1.0 -0.4
H 15.0751 12.6332 11.9468 0.0 -0.3 0.1
H 16.4272 14.7018 11.6785 -0.4 0.0 0.2
H 14.6435 14.8442 11.7875 0.5 0.2 0.1
H 13.8311 16.5385 13.0885 -0.1 -0.3 0.5
H 13.7995 15.1912 14.3595 0.9 0.8 -1.0
H 15.1562 16.8541 15.9047 0.0 -0.6 -0.2
H 14.7051 18.0719 14.8004 -0.4 0.3 -0.1
H 13.4185 17.0534 15.5982 0.7 0.4 -0.3
H 16.4824 17.6260 13.8457 0.2 -0.3 -0.1
H 15.6277 17.5086 12.2907 0.7 -0.4 0.7
H 17.4123 16.2660 11.2587 0.0 0.5 -0.2
H 18.2133 15.8861 12.7136 -0.1 0.6 0.2
H 18.2256 17.5914 12.1476 0.0 -0.1 -0.1
C 9.4468 17.5081 18.8729 -0.9 0.6 -0.5
C 8.6204 17.2289 20.1010 1.0 -0.1 0.7
N 9.2774 17.7812 21.3034 -0.5 0.2 0.8
C 8.7263 19.0950 21.7353 1.5 0.1 0.2
C 9.4657 19.6527 23.0020 -0.1 -0.8 0.4
C 9.2528 16.7804 22.4014 -0.8 0.3 -0.7
C 7.8170 16.4918 22.8911 1.2 -1.6 0.5
H 10.4435 17.1082 18.9906 0.3 -0.1 -0.2
H 9.4845 18.5789 18.6801 0.3 0.2 0.1
H 8.9241 17.1089 18.0008 0.3 -0.3 -0.1
H 7.5895 17.5728 19.9680 -0.1 -0.2 0.1
H 8.6716 16.1511 20.2660 -0.6 -0.1 -0.3
H 8.9201 19.7977 20.9048 -0.3 -0.2 0.3
H 7.6341 19.0690 21.9340 0.4 0.1 -0.2
H 10.5338 19.4095 23.1644 -0.4 -0.1 -1.0
H 9.3989 20.7200 23.0759 -0.1 0.6 -0.3
H 9.0269 19.2881 23.9364 -0.4 -0.2 -0.1
H 9.8122 17.1589 23.2451 0.4 0.0 0.0
H 9.7394 15.8779 21.9900 -0.1 0.3 0.5
H 7.8556 16.1153 23.9465 -0.2 -0.1 -1.0
H 7.3285 15.7769 22.2037 0.0 0.3 0.6
H 7.2836 17.4027 22.9286 -0.8 0.9 0.0
C 17.1105 14.5214 25.8891 0.0 -0.4 1.7
C 17.1685 14.9798 24.4713 -1.4 1.6 -0.1
N 18.4529 14.9139 23.8967 1.6 -1.3 -0.6
C 18.5825 15.1862 22.4712 -1.2 0.5 1.2
C 19.7809 14.6562 21.7799 0.7 -1.4 -0.8
C 19.4798 15.5159 24.7170 0.7 0.4 0.0
C 19.1375 16.9389 25.1995 -0.7 -0.1 -2.0
H 16.1056 14.2001 26.1821 -0.1 0.4 -0.2
H 17.4307 15.3150 26.5753 -0.2 -0.2 0.0
H 17.7131 13.6431 26.1329 0.3 0.0 -0.4
H 16.4818 14.3618 23.9353 -0.4 -0.4 -0.8
H 16.7332 16.0422 24.4494 0.3 -1.1 -0.1
H 17.7204 14.7922 21.9523 -0.5 -0.2 0.1
H 18.5133 16.2559 22.3280 0.1 0.8 -0.3
H 20.7300 14.9091 22.2980 -0.5 0.0 -0.8
H 19.7337 13.5372 21.6519 0.1 0.9 0.5
H 19.6833 15.0367 20.7420 0.8 0.0 0.5
H 20.4167 15.5842 24.1044 -0.7 -0.3 0.8
H 19.6479 14.8728 25.6158 0.2 0.4 -0.7
H 18.2195 16.9008 25.7660 0.1 0.4 0.7
H 18.8863 17.6070 24.3246 0.4 -0.6 0.7
H 19.9924 17.3482 25.6878 0.3 0.5 0.7
C 18.1687 23.3922 17.5278 0.8 1.0 1.4
C 18.4152 21.9159 17.6402 -0.9 -1.5 0.0
N 18.4991 21.3620 18.9742 1.0 1.2 1.4
C 17.9640 20.0193 19.1606 -0.9 0.2 -0.9
C 16.3827 19.9975 19.0940 1.4 -0.8 0.1
C 19.8448 21.5387 19.6187 -1.4 -1.7 -0.3
C 19.6786 21.8093 21.0733 -0.3 -0.9 2.0
H 17.1987 23.6029 17.9904 -0.1 0.1 -0.5
H 18.2504 23.7605 16.4886 -0.1 -0.1 0.6
H 18.8730 23.9427 18.2148 -0.3 -0.3 -1.0
H 17.5277 21.4309 17.2386 0.1 -0.1 -0.6
H 19.2591 21.5452 17.0792 0.6 0.1 -0.7
H 18.4019 19.3662 18.3765 -0.2 -0.2 0.4
H 18.2756 19.6914 20.1525 0.0 -0.2 -0.1
H 16.0650 20.4499 18.1737 -0.2 0.3 -0.6
H 15.9693 18.9349 19.0538 0.5 1.7 0.7
H 16.0548 20.6701 19.8990 -0.4 -0.8 0.0
H 20.3589 22.3855 19.2647 0.4 1.1 -1.2
H 20.4973 20.6482 19.4233 -0.4 0.5 0.1
H 20.6603 21.9288 21.5817 -0.6 -0.1 -0.2
H 19.0975 21.0082 21.6056 0.7 0.4 -0.4
H 19.0528 22.6823 21.2500 0.2 0.3 -0.2
C 17.0072 13.3806 19.1399 -0.4 -0.8 -0.6
C 17.1606 11.9847 19.7785 -1.0 1.4 0.0
N 16.0563 11.6459 20.6274 -1.2 -0.8 0.8
C 16.2063 10.2680 21.0310 1.1 -1.9 1.7
C 16.0144 9.1873 19.9307 -0.3 0.5 0.4
C 16.0319 12.4760 21.8244 -0.2 0.8 -1.0
C 14.8439 12.1533 22.7296 1.5 1.6 1.8
H 15.9523 13.6622 18.9169 0.7 -0.6 0.1
H 17.5881 13.3967 18.1938 -0.2 0.4 0.7
H 17.3401 14.1081 19.8598 0.5 0.5 -0.1
H 17.1204 11.2041 19.0589 0.8 -0.4 -0.9
H 18.0548 11.9955 20.3982 0.8 -0.4 -0.2
H 17.2211 10.1947 21.5831 -0.7 -0.3 -1.0
H 15.5540 9.9535 21.8588 -0.4 0.7 -0.5
H 15.8114 8.1444 20.2828 0.3 1.1 0.2
H 15.1133 9.5124 19.3815 0.5 -0.3 -0.2
H 16.8989 9.1528 19.3017 -0.2 -0.1 -0.4
H 15.9400 13.4826 21.3925 0.0 0.1 0.6
H 17.0391 12.4178 22.3049 -0.5 0.0 0.3
H 15.1766 11.4113 23.4473 -0.3 -0.4 0.1
H 14.0089 11.8122 22.1869 -0.9 -0.4 -0.6
H 14.5463 13.0337 23.3751 0.3 -0.7 -0.8
C 12.8639 16.6453 22.5032 -0.3 -0.5 0.7
C 13.1080 17.6445 21.4158 0.7 2.0 1.1
N 14.3288 17.5853 20.6267 0.5 -1.3 0.1
C 14.0981 16.3888 19.7660 1.7 0.6 1.0
C 15.2265 16.2793 18.7814 1.0 -1.5 -0.3
C 15.6147 17.5258 21.4353 -0.8 0.2 0.4
C 15.5889 18.6400 22.5422 0.4 0.2 -0.7
H 12.9576 15.6282 22.1430 0.3 -0.4 0.1
H 11.8244 16.7228 22.7849 -0.4 0.1 0.0
H 13.3998 16.7783 23.4469 0.4 -0.1 -0.4
H 12.3507 17.4896 20.6699 -0.8 0.6 0.0
H 13.0778 18.6686 21.8782 -0.5 -0.7 -0.6
H 14.1972 15.4865 20.4335 -0.7 0.4 -0.7
H 13.0936 16.5062 19.3048 0.7 -0.4 0.2
H 15.4983 17.1793 18.2628 -0.6 0.5 -0.6
H 16.1900 16.0805 19.3181 -0.9 -0.4 -0.3
H 15.0174 15.4329 18.0753 0.5 0.8 0.4
H 16.4929 17.7138 20.7685 -0.8 -0.1 0.4
H 15.8101 16.5069 21.9184 -0.5 1.0 -0.5
H 15.2378 19.6267 22.1487 0.3 -0.9 0.1
H 16.6054 18.7609 22.9277 0.1 0.1 -0.2
H 15.0147 18.4222 23.4407 -0.3 -0.4 -0.2
```
Positions in Å, forces in eV/Å.

The value obtained for the HOMO-LUMO gap is 0.286 Ha. Its SMILES is O=S1(=O)CCCC1.O=S1(=O)CCCC1.O=S1(=O)CCCC1.CCN(CC)CC.CCN(CC)CC.CCN(CC)CC.CCN(CC)CC.CCN(CC)CC.CCN(CC)CC.CCN(CC)CC. Its energy relative to the best compared isomer or geometry (same formula, charge and spin) is 79.9 kcal/mol. Its strongest force on any atom is 3.79 eV/Å. The value obtained for the molecular weight is 1068.9 g mol⁻¹.